Model 1:
ORCA calculation (the ωB97M-V functional and the def2-TZVPD basis) on 2 unconnected molecules or ions with the total composition C3H8NOP.

Each line ends with the Mulliken charge.
Cartesian coordinates (Å):
C 0.736 -0.188 1.643  -1.135
C 0.718 -0.147 0.161  -0.090
C -0.053 1.014 -0.508  -0.513
O -0.266 0.708 -1.885  -0.440
H 1.419 -1.094 2.087  0.266
H 1.244 0.629 2.093  0.323
H -0.236 -0.288 2.143  0.319
H 0.358 -1.102 -0.332  0.145
H 1.839 -0.233 -0.157  0.199
H -1.030 1.221 -0.011  0.334
H 0.671 1.869 -0.330  0.242
H -1.106 0.914 -1.667  0.344
N -1.997 -1.060 -2.007  -0.166
P -2.298 -2.243 -1.230  0.171

## Properties
Multiplicity   1
SMILES string   CCCO.N#P
HOMO-LUMO gap   0.347 Ha

***

Model 2:
ORCA calculation (the ωB97M-V functional and the def2-TZVPD basis) on C3H8NOP in the gas phase.

Each line ends with the Mulliken charge.
Cartesian coordinates (Å):
C -0.326 -0.558 -0.654  -0.425
C -0.962 -0.433 0.706  -0.192
C -0.690 -1.398 1.778  -0.963
N 1.006 0.075 -0.651  -0.226
O 0.733 2.195 -2.140  -0.506
P 1.332 1.646 -0.674  0.159
H -0.160 -1.611 -0.900  0.273
H -0.969 -0.115 -1.424  0.289
H -1.275 0.563 0.996  0.377
H -0.455 -2.381 1.374  0.292
H -1.559 -1.458 2.435  0.323
H 0.145 -1.075 2.408  0.233
H 0.528 3.133 -2.153  0.313
H 2.653 1.416 -1.101  0.052

## Properties
Multiplicity   1
HOMO-LUMO gap (alpha / beta)   0.320 / 0.257 Ha

***

model 2 ends up most stable, edging out the next structure by 6.0 kcal/mol.

***

Model 1:
ORCA calculation (the ωB97M-V functional and the def2-TZVPD basis) on 4 unconnected molecules or ions with the total composition C2H12N2O3.

Each line ends with the Mulliken charge.
Cartesian coordinates (Å):
N 1.643 1.447 0.819  -0.555
C 0.814 0.299 0.714  -0.179
C 1.270 -0.805 0.128  -0.283
N 0.595 -2.000 -0.119  -0.422
H 1.752 1.962 -0.041  0.263
H 1.409 2.080 1.565  0.254
H -0.174 0.396 1.152  0.261
H 2.354 -0.874 0.071  0.318
H 1.191 -2.792 -0.279  0.231
H -0.156 -2.287 0.497  0.209
O 0.634 1.856 -2.151  -0.650
H 0.107 1.774 -2.951  0.301
H 0.924 0.959 -1.937  0.319
O -2.115 0.227 -0.709  -0.670
H -1.225 0.184 -1.076  0.313
H -2.357 1.153 -0.655  0.324
O -1.922 -1.300 1.660  -0.650
H -2.713 -1.213 2.202  0.280
H -2.211 -1.028 0.784  0.338

## Properties
Multiplicity   1
SMILES string   N/C=C/N.O.O.O
HOMO-LUMO gap   0.297 Ha

***

Model 2:
ORCA calculation (the ωB97M-V functional and the def2-TZVPD basis) on 4 unconnected molecules or ions with the total composition C2H12N2O3.

Each line ends with the Mulliken charge.
Cartesian coordinates (Å):
N -0.658 0.452 2.013  -0.452
C 0.412 1.070 1.423  -0.150
C 0.278 2.128 0.627  -0.342
N 1.249 2.714 -0.217  -0.527
H -0.601 -0.360 2.590  0.213
H -1.536 0.519 1.534  0.201
H 1.367 0.659 1.721  0.339
H -0.739 2.520 0.542  0.268
H 1.871 2.027 -0.615  0.227
H 1.831 3.469 0.129  0.222
O 3.268 -2.155 1.441  -0.636
H 2.888 -2.036 0.563  0.323
H 2.669 -1.640 1.995  0.320
O -1.227 -1.835 -3.679  -0.630
H -0.443 -1.688 -4.235  0.319
H -1.985 -1.585 -4.228  0.320
O -2.799 -1.564 -0.178  -0.652
H -2.298 -1.677 -0.997  0.326
H -3.548 -1.016 -0.429  0.313

## Properties
Multiplicity   1
SMILES string   N/C=C/N.O.O.O
HOMO-LUMO gap   0.294 Ha

***

model 1 ends up most stable, edging out the next structure by 10.6 kcal/mol.

***

Model 1:
ORCA calculation (the ωB97M-V functional and the def2-TZVPD basis) on 2 unconnected molecules or ions with the total composition C10H11O3S.

Each line ends with the Mulliken charge.
Cartesian coordinates (Å):
C -2.716 1.886 0.229  -0.201
C -2.643 0.475 0.233  -0.811
C -1.655 2.627 0.361  -0.822
C -1.367 -0.114 0.229  -0.389
C -0.359 2.075 0.385  -0.364
C -0.257 0.669 0.406  0.522
C 2.360 -1.802 1.428  -1.012
C 1.140 -1.075 1.333  0.071
C 1.243 -0.966 -1.775  -0.979
C 1.033 0.017 0.487  0.061
O 2.770 1.743 1.203  -0.645
O 3.607 0.115 -0.482  -0.739
O 2.122 1.927 -1.144  -0.636
S 2.543 1.064 -0.061  1.255
H -3.598 2.477 0.125  0.343
H -3.584 -0.106 0.066  0.271
H -1.912 3.654 0.393  0.359
H -1.414 -1.171 0.182  0.444
H 0.506 2.690 0.168  0.366
H 2.576 -2.595 2.165  0.267
H 3.206 -1.391 0.865  0.351
H 0.255 -1.468 1.951  0.246
H 2.309 -1.016 -1.349  0.411
H 1.133 -0.200 -2.581  0.232
H 0.491 -1.706 -1.686  0.400

## Properties
Multiplicity   1
Net charge   -1
HOMO-LUMO gap (alpha / beta)   0.267 / 0.277 Ha

***

Model 2:
ORCA calculation (the ωB97M-V functional and the def2-TZVPD basis) on a gas-phase ion, C10H11O3S (charge -1).

Each line ends with the Mulliken charge.
Cartesian coordinates (Å):
C 0.966 -2.838 -0.353  -1.219
C 1.160 -1.565 0.104  0.576
C 1.912 -1.200 1.293  -1.437
C 0.518 -0.305 -0.832  -0.508
C -0.668 0.386 -0.308  0.715
C -1.029 1.508 -1.002  -0.365
C -2.251 2.128 -0.613  -0.525
C -3.013 1.665 0.507  -0.673
C -2.553 0.529 1.096  -0.381
C -1.414 -0.142 0.716  -0.713
S 2.007 0.991 -0.779  1.140
O 1.857 1.600 0.556  -0.632
O 3.207 0.214 -1.003  -0.648
O 1.629 1.819 -1.956  -0.718
H 0.551 -2.893 -1.330  0.295
H 1.428 -3.704 0.075  0.340
H 2.250 -2.084 1.658  0.633
H 1.355 -0.756 2.044  0.232
H 2.777 -0.491 1.059  0.302
H 0.447 -0.732 -1.804  0.674
H -0.520 1.588 -1.985  0.301
H -2.669 2.965 -1.136  0.343
H -3.888 2.176 0.841  0.431
H -3.091 0.050 1.952  0.246
H -0.969 -0.910 1.200  0.589

## Properties
Multiplicity   1
SMILES string   C=C(C)[C@@H](c1ccccc1)S(=O)(=O)[O-]
Net charge   -1
HOMO-LUMO gap   0.317 Ha

***

model 2 ends up most stable, edging out the next structure by 62.3 kcal/mol.